Entry 1:
18
Properties=species:S:1:pos:R:3:forces:R:3:lowdin_charge:R:1 method="wB97M-V/def2-TZVPD" e_tot_ha=-687.1346 homo_ha=-0.310 e_above_lowest_kcal_mol=46.9 charge=0 lumo_ha=0.0336 smiles=OCNCCCS
O -2.644854 -1.057399 -0.286416 0.8 0.1 -0.9 -0.045
C -2.106530 0.240065 -0.130637 -0.1 -0.6 2.0 -0.283
N -0.977930 0.209142 0.831009 -1.5 -0.7 0.1 -0.078
C -0.199133 1.384763 0.887859 2.2 0.8 -2.8 -0.236
C 1.153562 1.411459 -0.057043 -1.7 0.2 2.2 -0.252
C 2.010140 0.223218 0.356701 -0.2 -0.7 -1.1 -0.526
S 1.637173 -1.231004 -0.763404 0.8 -0.1 0.3 0.675
H -3.268209 -1.214178 0.416568 -0.2 -0.1 0.4 0.080
H -2.888200 0.796579 0.381707 0.0 0.9 -0.5 0.118
H -1.817367 0.646830 -1.093842 -0.1 0.0 -0.3 0.118
H -0.545446 -0.699753 0.769408 0.6 0.1 0.0 0.071
H 0.329502 1.660334 1.810919 -1.1 -0.4 0.4 0.105
H -0.807491 2.215263 0.482603 0.1 -0.1 0.8 0.115
H 1.009084 1.489937 -1.139858 0.0 -0.1 0.3 0.090
H 1.567519 2.346058 0.343046 0.5 -0.1 -0.6 0.094
H 3.049331 0.497020 0.245235 0.4 -0.3 -0.2 0.054
H 1.882464 -0.217415 1.358621 -0.3 0.8 -0.2 0.068
H 0.603185 -0.773210 -1.466581 -0.1 0.4 0.1 -0.167

Entry 2:
134
Properties=species:S:1:pos:R:3:forces:R:3:lowdin_charge:R:1 method="wB97M-V/def2-TZVPD" e_tot_ha=-2634.9379 homo_ha=-0.311 e_above_lowest_kcal_mol=86.7 charge=0 lumo_ha=0.0184 smiles="COC[C@H](C)N.COC[C@H](C)N.COC[C@H](C)N.COC[C@H](C)N.COC[C@H](C)N.COC[C@H](C)N.NC(N)=O.NC(N)=O.NC(N)=O.NC(N)=O"
C 7.811040 -1.068710 -14.787550 1.7 -0.7 -0.8 -0.106
O 7.268610 -0.995070 -16.081960 -1.1 1.2 -0.5 -0.204
C 8.177470 -1.504770 -17.054370 -1.8 0.5 -0.6 -0.171
C 7.509420 -1.369110 -18.507290 0.7 0.2 0.2 -0.356
C 6.163390 -2.132160 -18.684940 1.3 0.1 1.3 -0.037
N 8.506530 -1.654850 -19.576600 -1.1 -0.5 0.4 0.028
H 8.826690 -0.688810 -14.898100 0.5 -0.1 0.4 0.078
H 7.859390 -2.142920 -14.609110 0.1 -0.1 1.0 0.079
H 7.435890 -0.485530 -13.946560 -1.1 -0.1 -0.6 0.092
H 9.081770 -0.896300 -17.044240 0.3 0.0 -0.1 0.112
H 8.413250 -2.516320 -16.723790 0.2 -0.5 -0.6 0.110
H 7.290290 -0.312530 -18.661300 0.0 0.2 0.4 0.127
H 6.318660 -3.155890 -18.344390 -0.2 -0.3 -0.4 0.060
H 5.709600 -2.100430 -19.675480 0.3 0.2 0.3 0.036
H 5.503090 -1.716220 -17.923940 -0.3 0.1 -0.2 0.082
H 9.389670 -1.196420 -19.403370 0.0 0.0 0.0 0.067
H 8.662300 -2.652170 -19.611140 0.4 -0.2 0.0 0.056
C -4.087930 -1.211030 -18.879530 -0.7 0.2 -0.1 -0.150
O -2.819500 -1.566820 -19.294430 1.1 -1.4 0.5 -0.189
C -2.692480 -3.013630 -19.305530 1.0 1.2 -1.7 -0.164
C -1.284840 -3.391090 -19.812780 -0.4 0.0 0.7 -0.442
C -1.181530 -4.913050 -19.807280 0.6 0.4 -0.4 -0.051
N -0.290170 -2.798720 -18.954730 -0.2 -0.3 1.0 0.058
H -4.813820 -1.636240 -19.572620 -0.4 0.3 -0.3 0.081
H -4.131890 -0.122450 -18.845180 -0.2 -0.1 0.0 0.091
H -4.373150 -1.627660 -17.913520 0.3 0.0 0.4 0.084
H -2.900860 -3.483260 -18.344220 0.0 0.2 0.2 0.130
H -3.385050 -3.350980 -20.076660 -0.4 -0.4 0.1 0.115
H -1.074000 -3.002840 -20.809240 -0.8 -0.2 -0.5 0.117
H -0.159100 -5.167730 -20.086330 0.1 -0.2 0.0 0.065
H -1.818910 -5.324550 -20.589920 -0.2 -0.2 0.3 0.056
H -1.356150 -5.338730 -18.819140 -0.3 0.0 -0.1 0.088
H 0.640170 -3.126910 -19.171230 0.1 0.4 0.0 0.047
H -0.399010 -1.794600 -18.955030 0.4 0.0 0.0 0.068
C -0.908840 -4.681370 -23.189740 0.9 1.0 -0.6 -0.141
O -2.248160 -4.602500 -23.476710 -1.7 -0.9 -0.1 -0.197
C -2.904750 -5.860730 -23.415900 -0.9 1.4 -0.7 -0.187
C -4.363890 -5.592180 -23.958520 -0.7 -0.8 2.0 -0.359
C -5.101510 -4.456510 -23.151000 1.6 0.6 -0.4 -0.053
N -5.166560 -6.821970 -23.755790 0.4 0.0 -0.3 0.012
H -0.342810 -4.866900 -24.102590 0.3 -0.6 -0.2 0.072
H -0.705020 -5.443250 -22.437350 0.3 0.4 0.2 0.064
H -0.680720 -3.642530 -22.951260 0.7 -0.2 0.8 0.090
H -2.339810 -6.633110 -23.937790 -0.1 0.0 -1.0 0.110
H -2.882520 -6.288590 -22.413640 -0.5 0.4 0.6 0.113
H -4.367700 -5.412890 -25.033670 0.3 0.4 0.1 0.127
H -6.063590 -4.083760 -23.502500 0.0 -0.6 -0.4 0.071
H -4.444130 -3.587120 -23.139580 0.1 0.2 -0.3 0.060
H -5.191170 -4.644070 -22.081010 -0.1 -0.7 0.0 0.068
H -5.228520 -6.985640 -22.761070 -0.3 0.2 0.4 0.059
H -4.573430 -7.585580 -24.047670 -0.1 -0.5 -0.4 0.055
C 0.255450 -10.285620 -23.789460 0.5 -2.2 -0.9 -0.192
O 0.013810 -9.179070 -23.088080 0.3 4.4 1.4 -0.181
C 0.757630 -7.950200 -23.501190 -0.3 -1.6 1.6 -0.101
C 2.281130 -8.082090 -23.340450 -0.7 -1.0 -1.5 -0.457
C 2.829580 -8.649070 -22.061050 -1.1 -0.2 0.7 -0.045
N 2.867580 -6.792560 -23.658660 0.4 0.1 0.3 0.058
H 1.319090 -10.430720 -23.978460 0.2 -0.2 -0.4 0.080
H -0.319470 -10.324010 -24.714710 0.1 -0.1 -0.5 0.088
H -0.056930 -11.126130 -23.169730 -0.1 -0.2 -0.1 0.095
H 0.477510 -7.659250 -24.513610 0.1 0.0 -0.1 0.109
H 0.461190 -7.179530 -22.789640 -0.4 -0.1 -0.1 0.107
H 2.584570 -8.734500 -24.159220 0.1 -0.6 -0.1 0.124
H 2.476020 -9.663150 -21.874670 0.1 -0.2 -0.4 0.078
H 2.394250 -8.118190 -21.214430 0.5 0.4 0.2 0.082
H 3.919520 -8.660610 -22.057230 0.0 0.2 0.1 0.080
H 2.614820 -6.623980 -24.621880 -0.2 0.5 -0.3 0.049
H 3.843090 -7.048920 -23.711110 0.6 0.7 0.0 0.090
C 1.966970 -4.533410 -25.901150 -1.2 -0.7 -1.4 -0.063
O 1.378970 -5.830890 -26.005730 -0.7 -1.0 0.9 -0.279
C 1.046590 -6.268940 -27.310120 0.3 0.5 -0.6 -0.181
C -0.224660 -5.669820 -28.001950 -1.3 -0.7 2.1 -0.401
C -1.465120 -5.840960 -27.026710 0.8 1.5 0.3 -0.044
N -0.553800 -6.344300 -29.214310 0.5 -1.0 -1.9 0.009
H 1.148840 -3.930190 -26.294740 0.5 1.2 0.4 0.082
H 2.801970 -4.534300 -26.601770 0.4 0.6 0.3 0.100
H 2.239840 -4.325570 -24.866530 0.0 0.0 -0.3 0.081
H 1.931300 -6.044300 -27.905890 0.0 -0.2 -0.6 0.119
H 0.923470 -7.350030 -27.245330 0.0 -0.1 0.0 0.124
H -0.009760 -4.646130 -28.308530 -0.3 0.2 0.5 0.130
H -1.482900 -5.089120 -26.237710 0.2 0.2 0.2 0.054
H -1.471670 -6.781130 -26.475230 0.1 -0.3 -0.4 0.071
H -2.412010 -5.688620 -27.544680 0.1 -0.3 -0.3 0.069
H -1.356750 -5.970140 -29.699470 0.1 0.8 0.1 0.072
H -0.844590 -7.309060 -29.145270 0.5 -0.4 0.7 0.074
C 7.863780 -5.464890 -15.268100 -1.6 0.1 1.1 -0.129
O 6.815940 -5.294930 -16.220050 1.6 -1.1 -2.2 -0.216
C 7.250450 -5.833370 -17.556700 -0.8 1.2 0.1 -0.128
C 6.124850 -6.589980 -18.309460 -0.1 -0.9 2.4 -0.456
C 6.270060 -6.719240 -19.770290 -0.2 0.4 -0.8 -0.069
N 4.785750 -6.113930 -17.938020 0.6 0.4 0.3 0.069
H 7.478300 -4.906350 -14.415140 0.2 0.0 0.3 0.081
H 8.858010 -5.059540 -15.455980 0.0 -0.1 -0.8 0.083
H 7.881250 -6.512280 -14.966830 0.5 -0.1 -0.1 0.088
H 7.478650 -4.955500 -18.161170 0.2 0.3 0.0 0.093
H 8.178020 -6.401510 -17.486460 -0.1 -0.3 0.3 0.119
H 6.078640 -7.597610 -17.896370 0.5 -0.3 0.1 0.130
H 5.556990 -7.493770 -20.052660 0.1 0.0 -0.4 0.082
H 7.263770 -6.958830 -20.148750 0.0 -0.1 0.2 0.090
H 5.963370 -5.766020 -20.200890 0.2 0.0 -0.4 0.053
H 4.571060 -5.212540 -18.339900 -0.1 0.4 -0.6 0.036
H 4.987710 -5.836780 -16.988010 -0.9 -0.1 0.7 0.057
N 2.798740 -0.845450 -19.753870 2.6 -2.0 3.2 0.202
C 2.160710 -0.336930 -20.751370 0.5 0.6 1.1 -0.782
N 1.921550 0.920710 -20.522810 -1.4 4.0 -0.8 0.180
O 1.843240 -0.937330 -21.726260 -1.4 -1.8 -3.5 0.034
H 3.277100 -0.202710 -19.138920 0.0 -0.6 0.1 0.120
H 3.109760 -1.806210 -19.771170 0.0 -0.5 0.3 0.057
H 1.581460 1.444920 -21.316310 -0.1 0.3 0.6 0.126
H 2.107190 1.321510 -19.614520 -0.2 0.2 -0.6 0.119
N 1.082590 -0.764830 -24.488890 -3.2 0.9 3.8 0.170
C 1.875030 -0.932510 -25.494790 3.2 -1.8 1.8 -0.790
N 1.283470 -0.640770 -26.612670 -1.0 0.7 -4.5 0.162
O 3.009860 -1.384210 -25.322660 0.3 0.2 -0.9 0.012
H 0.206160 -0.276370 -24.604620 0.2 -0.1 0.1 0.111
H 1.373120 -0.879260 -23.528370 0.3 -0.1 0.0 0.059
H 1.783460 -0.839100 -27.467530 -0.3 0.0 0.1 0.119
H 0.273920 -0.669310 -26.621340 0.3 0.1 -0.4 0.110
N 5.060290 -2.516220 -22.315640 -2.0 2.0 1.4 0.204
C 5.881880 -3.526840 -22.503920 -2.0 0.9 -4.0 -0.830
N 6.845650 -3.607040 -21.686560 4.7 -1.1 4.3 0.182
O 5.871350 -4.194740 -23.504670 -0.7 -2.2 -2.1 0.035
H 5.005160 -2.251120 -21.342610 -0.7 0.5 -0.4 0.063
H 4.274150 -2.357100 -22.929460 0.1 -0.1 0.1 0.105
H 7.126490 -2.823270 -21.114780 0.2 -0.1 -0.1 0.071
H 7.529740 -4.264340 -22.033070 0.3 0.3 0.5 0.129
N 2.013350 -3.724370 -21.501050 -0.8 0.8 0.3 0.210
C 2.875150 -4.216880 -20.610320 -0.4 -1.1 -1.3 -0.754
N 3.279870 -5.422190 -20.923880 1.3 -2.5 -0.3 0.205
O 3.265190 -3.704050 -19.591730 0.5 2.4 2.4 0.012
H 1.773710 -2.755970 -21.343340 -0.3 0.1 -1.0 0.058
H 1.934050 -4.229600 -22.372000 -0.3 0.6 0.0 0.096
H 3.165560 -5.731230 -21.878620 0.2 -0.5 -0.1 0.057
H 4.057600 -5.750210 -20.369240 -0.3 -0.3 -0.3 0.062

Entry 3:
11
Properties=species:S:1:pos:R:3:forces:R:3:lowdin_charge:R:1 method="wB97M-V/def2-TZVPD" e_tot_ha=-281.5526 homo_ha=-0.332 e_above_lowest_kcal_mol=23.5 charge=0 lumo_ha=0.0295 smiles="[H]/N=C1/CNC=N1"
H -0.839435 0.689644 -2.664326 0.5 0.5 0.0 0.043
N -1.030879 0.145241 -1.839065 0.5 -0.1 -0.4 0.127
C -0.168014 0.135706 -0.908872 -0.4 -0.2 -0.4 -0.459
C -0.561450 -0.743470 0.245649 0.0 -0.1 -0.2 -0.135
N 0.192856 -0.103001 1.319240 -0.1 0.2 0.0 0.026
C 1.105975 0.709101 0.701091 -0.1 0.0 -0.2 -0.198
N 0.976074 0.897669 -0.576919 -0.1 -0.1 0.1 0.100
H -1.640937 -0.635007 0.072092 0.0 -0.3 1.7 0.117
H -0.287842 -1.796702 0.126856 0.1 0.1 -0.1 0.124
H 0.369796 -0.494803 2.233342 -0.1 0.0 -0.3 0.130
H 1.883856 1.195623 1.290911 -0.2 -0.1 -0.1 0.127

Entry 4:
14
Properties=species:S:1:pos:R:3:forces:R:3:lowdin_charge:R:1 method="wB97M-V/def2-TZVPD" e_tot_ha=-1007.0666 homo_ha=-0.467 e_above_lowest_kcal_mol=36.6 charge=+1 lumo_ha=-0.1955
C -0.819897 -0.730055 0.386679 -1.7 -3.5 -1.9 -0.363
C -0.302213 0.208530 1.332343 0.2 -0.4 -2.3 -0.120
N 0.654503 0.972369 1.019181 -0.7 0.2 2.7 0.274
O 1.610143 0.794813 -1.530390 -0.7 0.3 0.6 -0.015
S -2.684749 -0.348540 -0.338519 0.6 1.1 2.2 0.371
S -3.461293 -1.553261 -1.707888 1.0 0.2 -1.3 0.383
H -0.305703 -0.984223 -0.580135 0.2 0.9 1.2 0.082
H -0.852825 -1.717563 0.965776 -0.4 1.2 -0.7 0.127
H -0.626697 0.231900 2.301732 -1.0 -0.1 2.4 0.131
H 2.233185 0.880583 -2.239902 0.5 0.2 -0.6 0.071
H 0.907980 0.981310 0.087587 1.6 0.8 -2.6 0.049
H 1.084737 1.476587 1.768897 0.6 0.8 -0.2 0.167
H 1.622284 -0.120962 -1.280144 0.3 -0.9 -0.3 0.037
H -3.594311 -2.651023 -1.018311 -0.5 -0.9 0.8 -0.193